DFT (ωB97M-V/def2-TZVPD) results for a single C5H11B molecule at a distorted geometry.

Structure (XYZ):
```
17
Properties=species:S:1:pos:R:3:forces:R:3:lowdin_spin:R:1
B 0.8226 -0.2050 0.0319 2.497 -0.447 0.643 0.754
C -2.1361 0.3322 0.6484 3.170 0.974 0.357 0.079
C -1.8027 1.0040 -0.6674 -1.734 -2.779 -0.224 0.091
C -0.9875 -0.2244 -0.1535 -1.769 2.524 -0.448 0.476
C 1.5236 -0.3457 -1.4133 -3.823 -0.100 -0.536 0.188
C 1.4846 -0.0790 1.5419 -2.608 -1.279 0.748 0.198
H -2.0777 0.7404 1.6452 0.482 0.590 -0.121 0.011
H -2.9182 -0.2972 0.5808 -2.676 -2.187 0.003 0.010
H -2.6508 0.8368 -1.4192 1.777 0.146 0.648 0.009
H -1.4017 1.9434 -0.6844 1.099 2.237 0.245 0.012
H -1.1982 -1.0385 -0.7725 0.251 -1.802 -0.529 0.040
H 2.5582 -0.1303 -1.4000 1.098 0.700 0.297 0.019
H 0.8912 0.4411 -1.9755 1.502 -1.322 -0.107 0.018
H 1.4290 -1.3708 -1.8730 -0.165 0.932 0.101 0.030
H 2.5852 -0.1432 1.5830 -0.501 -0.107 -0.456 0.018
H 1.0075 -0.7665 2.3772 1.080 1.127 -1.583 0.023
H 1.1481 0.9132 1.7590 0.321 0.793 0.961 0.026
```
Forces are in eV/Å.

The strongest force on any atom comes out at 0.075 Eh/bohr. The spin multiplicity is 3. For the energy above the lowest of the compared OMol25 structures with the same formula, charge and spin, the calculation gives 29.8 kcal per mole. As for the LUMO energy (spin up / spin down): 0.8 / -3.7 eV. The value obtained for the highest occupied orbital energy (spin up / spin down) is -0.1728 / -0.3664 Ha. As for the expectation value of S²: 2.0035.